11
Properties=species:S:1:pos:R:3:forces:R:3:lowdin_charge:R:1 method="wB97M-V/def2-TZVPD" smiles="[H]/N=c1/[nH]nnn1N" energy_ha=-368.904489 largest_force_ev_per_a=5.9 homo_lumo_gap_ev=9.40 e_homo_ev=-9.03 relative_energy_kj_mol=185.46 total_charge=0
C 0.6777 -0.5050 0.1389 -4.9 1.0 -0.3 -0.564
H -1.2337 1.5969 -1.5628 2.2 -0.8 1.7 0.125
H -0.2161 2.1940 -0.1942 -0.5 -2.5 -2.6 0.156
H 0.4924 -2.2348 1.1227 0.1 -1.3 1.0 0.123
H 2.0253 0.2446 -1.0932 -0.8 -1.8 3.5 0.134
N -0.3409 1.3596 -0.9740 -1.4 3.8 1.0 0.001
N -0.4665 0.1728 -0.3122 -2.2 0.5 1.4 -0.208
N -1.5841 0.0142 0.6574 3.0 -4.0 0.8 0.067
N -1.2502 -1.0830 1.3776 0.7 4.0 -3.6 0.026
N 0.0387 -1.3785 0.9788 -0.3 -0.2 1.1 0.031
N 1.8574 -0.3806 -0.1388 4.1 1.4 -3.9 0.110

***

8
Properties=species:S:1:pos:R:3:forces:R:3:lowdin_charge:R:1 method="wB97M-V/def2-TZVPD" energy_ha=-245.593168 largest_force_ev_per_a=3.7 homo_lumo_gap_ev="7.18 / 5.67" e_homo_ev="-2.46 / -0.94" relative_energy_kj_mol=536.73 total_charge=-1
C -0.6431 0.4545 -1.0651 0.6 2.2 2.6 -0.267
N 1.3308 -0.6333 0.7101 2.3 -0.5 -2.8 -0.185
O 0.3038 -0.9011 1.4905 -2.0 -0.6 2.2 -0.297
O -1.3325 0.1657 -0.0361 -0.3 0.3 -1.2 -0.265
H -0.5743 -0.2581 -1.8706 0.4 0.0 -0.6 0.011
H -0.2217 1.6096 -1.1475 -0.8 -2.8 -0.2 0.069
H 1.6711 0.2870 0.9441 0.1 0.9 0.4 -0.065
H -0.5341 -0.7243 0.9745 -0.2 0.5 -0.3 -0.001

***

8
Properties=species:S:1:pos:R:3:forces:R:3:lowdin_charge:R:1 method="wB97M-V/def2-TZVPD" energy_ha=-245.784668 largest_force_ev_per_a=1.5 homo_lumo_gap_ev=8.85 e_homo_ev=-4.13 relative_energy_kj_mol=33.95 total_charge=-1
N 1.2233 -1.8961 -0.3870 -0.5 -1.1 0.5 0.003
H 0.6680 -1.1858 0.1357 0.9 0.0 -0.6 -0.042
H 1.7738 -1.7916 -1.2113 0.0 0.7 0.0 -0.034
H 1.4739 -2.7215 0.1285 0.0 0.1 0.1 -0.036
O 0.0182 0.1824 0.9319 -0.1 0.2 -0.5 -0.178
C -0.7696 0.6239 0.0449 -0.7 0.2 1.4 -0.681
O -0.8251 1.7527 -0.4599 0.2 -0.1 -0.4 -0.123
H -1.6309 -0.0806 -0.1714 0.3 0.0 -0.4 0.092